Entry 1:
ORCA calculation (ωB97M-V/def2-TZVPD) on a single C2H6O molecule.

Geometry as XYZ:
```
9
Properties=species:S:1:pos:R:3:forces:R:3:mulliken_charge:R:1
C -1.2320 0.0696 0.0143 -0.208 0.255 -0.002 -0.5389
O -0.1922 -0.8454 0.0005 4.269 0.920 -0.162 -0.3744
C 1.3224 -0.1099 -0.0134 -4.141 -1.575 0.209 -0.5286
H -2.1353 -0.5304 -0.1232 -0.089 0.207 0.042 0.2274
H -1.1636 0.7939 -0.8071 -0.071 0.061 0.028 0.2412
H -1.3015 0.6074 0.9681 -0.061 0.099 -0.027 0.2389
H 1.9847 -0.9310 -0.2203 0.136 -0.156 -0.045 0.2057
H 1.4383 0.3107 0.9752 0.110 0.082 0.113 0.2607
H 1.2793 0.6351 -0.7941 0.057 0.106 -0.156 0.2679
```
Forces are in eV/Å.

Lowest unoccupied orbital energy (eV): 1.1
Net charge: 0
Kohn-Sham gap (Ha): 0.397
HOMO (eV): -9.68
SMILES: COC
Relative energy (zero: lowest compared OMol25 entry of this formula, charge and spin) (kJ/mol): 122.65
Largest force on an atom (eV Å⁻¹): 4.4

***

Entry 2:
ORCA calculation (ωB97M-V/def2-TZVPD) on 2 unconnected molecules or ions with the total composition C2H6O.

Geometry as XYZ:
```
9
Properties=species:S:1:pos:R:3:forces:R:3:mulliken_charge:R:1
C 1.8114 0.3953 0.1776 1.153 -1.077 -4.755 -0.5469
C 0.7283 -0.3635 -0.0397 -0.410 0.990 3.238 -0.3782
H 2.6609 0.5642 -0.6678 -2.257 -0.675 1.854 0.1584
H 2.0322 0.9764 0.9944 0.028 0.913 2.177 0.2768
H -0.0260 -0.4769 0.8465 1.376 0.185 -1.715 0.2100
H 0.4912 -0.9017 -0.9197 0.128 -0.376 -0.776 0.2901
O -2.9023 0.1674 0.1522 2.874 -2.359 -2.870 -0.6356
H -2.9042 -0.4569 -0.6670 -1.277 1.436 1.794 0.3327
H -1.8915 0.0957 0.1235 -1.614 0.961 1.053 0.2927
```
Forces are in eV/Å.

Lowest unoccupied orbital energy (eV): 0.9
Net charge: 0
Kohn-Sham gap (Ha): 0.420
HOMO (eV): -10.57
SMILES: C=C.O
Relative energy (zero: lowest compared OMol25 entry of this formula, charge and spin) (kJ/mol): 144.52
Largest force on an atom (eV Å⁻¹): 5.0

***

Entry 3:
ORCA calculation (ωB97M-V/def2-TZVPD) on 2 unconnected molecules or ions with the total composition C2H6O2.

Geometry as XYZ:
```
10
Properties=species:S:1:pos:R:3:forces:R:3:mulliken_charge:R:1
C 0.3434 -0.7756 -1.7805 0.364 -0.028 0.023 -0.0519
O 1.3328 -0.1275 -1.5771 -0.153 -0.082 -0.081 -0.3793
H -0.1333 -0.8022 -2.7782 -0.069 0.055 0.047 0.2385
H -0.1083 -1.4015 -0.9928 -0.064 0.058 -0.007 0.1916
C -0.5265 0.2856 2.1537 0.194 -0.048 0.386 -0.5617
O -0.8106 0.5836 0.7972 -0.290 -0.152 0.133 -0.4696
H -1.1302 0.8741 2.8516 0.039 0.125 -0.107 0.2598
H 0.5234 0.5154 2.3254 -0.029 0.060 -0.049 0.2306
H -0.6761 -0.7672 2.4175 -0.037 -0.044 -0.246 0.2589
H -1.7626 0.4992 0.6851 0.044 0.056 -0.098 0.2831
```
Forces are in eV/Å.

Lowest unoccupied orbital energy (eV): 0.8
Net charge: 0
Kohn-Sham gap (Ha): 0.392
HOMO (eV): -9.87
SMILES: C=O.CO
Relative energy (zero: lowest compared OMol25 entry of this formula, charge and spin) (kJ/mol): 143.12
Largest force on an atom (eV Å⁻¹): 0.4

***

Entry 4:
ORCA calculation (ωB97M-V/def2-TZVPD) on a single C2H6O2 molecule.

Geometry as XYZ:
```
10
Properties=species:S:1:pos:R:3:forces:R:3:mulliken_charge:R:1
C -0.3799 -1.4003 0.3773 3.472 1.298 -4.398 -0.5751
O -0.5554 -0.0626 0.6767 -0.993 0.074 1.871 -0.3381
C 0.3824 0.8325 0.2513 -5.344 -3.199 -5.941 -0.3084
O 0.3935 0.8205 -1.1965 0.414 0.354 0.154 -0.5724
H 0.7377 -1.7055 0.6282 -1.809 0.360 -1.158 0.2487
H -0.9114 -1.9477 1.0278 -2.438 -1.991 1.945 0.2924
H -0.7381 -1.5021 -0.7997 1.242 -0.569 2.991 0.1788
H 1.2579 0.7117 0.5742 7.281 -1.519 2.878 0.4516
H 0.0098 1.6970 0.5006 -1.764 4.953 1.290 0.3042
H 0.9241 0.0899 -1.5448 -0.062 0.239 0.367 0.3184
```
Forces are in eV/Å.

Lowest unoccupied orbital energy (eV): 0.9
Net charge: 0
Kohn-Sham gap (Ha): 0.409
HOMO (eV): -10.22
SMILES: COCO
Relative energy (zero: lowest compared OMol25 entry of this formula, charge and spin) (kJ/mol): 226.82
Largest force on an atom (eV Å⁻¹): 8.6

***

Entry 5:
ORCA calculation (ωB97M-V/def2-TZVPD) on a single C2H6O2 molecule.

Geometry as XYZ:
```
10
Properties=species:S:1:pos:R:3:forces:R:3:mulliken_charge:R:1
O -1.0491 1.2267 -0.0136 0.428 -0.097 0.258 -0.5566
C -0.7621 -0.1809 -0.0279 0.233 -0.700 0.305 -0.2444
C 0.7346 -0.6142 0.3836 -0.414 0.147 -0.516 -0.3998
O 1.4253 0.3746 -0.3478 0.820 0.280 0.029 -0.5063
H -1.2312 1.5605 -0.9085 0.316 -0.478 0.525 0.3207
H -1.5489 -0.6683 0.5397 -0.026 -0.243 0.066 0.3233
H -0.7666 -0.5102 -1.0785 -0.200 -0.114 0.437 0.2387
H 1.3141 -0.6871 1.3439 -1.826 0.350 0.168 0.2493
H 0.8464 -1.6449 0.0003 0.087 0.572 -0.479 0.2294
H 1.0376 1.1439 0.1088 0.581 0.283 -0.793 0.3456
```
Forces are in eV/Å.

Lowest unoccupied orbital energy (eV): 0.9
Net charge: 0
Kohn-Sham gap (Ha): 0.406
HOMO (eV): -10.17
SMILES: OCCO
Relative energy (zero: lowest compared OMol25 entry of this formula, charge and spin) (kJ/mol): 145.56
Largest force on an atom (eV Å⁻¹): 1.9

***

Entry 6:
ORCA calculation (ωB97M-V/def2-TZVPD) on a single C2H6O2 molecule.

Geometry as XYZ:
```
10
Properties=species:S:1:pos:R:3:forces:R:3:mulliken_charge:R:1
C 1.3720 0.4005 -0.0356 3.872 0.473 -4.586 -0.8166
O 0.6253 -0.7479 0.0399 -1.923 -0.445 -0.784 -0.3266
C -0.8455 -0.6076 0.0223 2.062 2.050 -7.466 -0.1071
O -1.2524 0.7197 -0.0965 1.948 2.459 3.763 -0.5268
H 2.5360 0.0180 -0.2109 -3.051 1.120 0.281 0.2203
H 1.4056 0.9731 0.7902 0.036 1.505 3.721 0.4183
H 1.1730 1.3273 -0.8108 0.012 -2.924 0.835 0.2784
H -1.3441 -1.1739 -0.9162 1.424 1.126 2.182 0.1986
H -1.1086 -0.9351 0.8740 -2.217 -3.064 6.026 0.3150
H -0.8042 1.2580 0.8062 -2.162 -2.299 -3.972 0.3465
```
Forces are in eV/Å.

Lowest unoccupied orbital energy (eV): 0.6
Net charge: 0
Kohn-Sham gap (Ha): 0.383
HOMO (eV): -9.79
SMILES: COCO
Relative energy (zero: lowest compared OMol25 entry of this formula, charge and spin) (kJ/mol): 305.59
Largest force on an atom (eV Å⁻¹): 8.0